Entry from the Open Molecules 2025 dataset: a structure of composition C31H42BIN7OPdSi (the ωB97M-V functional and the def2-TZVPD basis).

**Orbital gap (spin up / spin down)**: 9.20 / 6.58 eV
**Lowest unoccupied orbital energy (spin up / spin down)**: -0.0591 / -0.1726 hartree
**Charge**: +1
**⟨S²⟩**: 6.044
**2S+1**: 5

XYZ file:
```
85
C31H42BIN7OPdSi the ωB97M-V functional and the def2-TZVPD basis
Pd -0.14438 -0.31568 -0.18206
C -0.84956 -3.92729 -1.16582
C 0.51837 -3.35071 -1.31748
C 1.64586 -3.99299 -1.83326
C 2.66336 -3.06101 -1.79107
C 4.08699 -3.20659 -2.21129
N 2.15641 -1.92529 -1.27796
N 0.83998 -2.09945 -0.98390
B 2.89535 -0.61628 -0.93765
N 2.27122 0.54777 -1.73586
N 0.92569 0.70139 -1.78822
C 0.66732 1.69697 -2.63771
C -0.71727 2.12128 -2.97744
C 1.87126 2.17857 -3.15906
C 2.86440 1.41945 -2.56814
C 4.34262 1.49852 -2.74754
N 2.76523 -0.34891 0.57858
N 1.55621 -0.39940 1.19173
C 1.76721 -0.39446 2.50520
C 0.68474 -0.39809 3.52987
C 3.14269 -0.35039 2.74738
C 3.74288 -0.32285 1.50481
C 5.19340 -0.25491 1.16533
H -0.80729 -5.00382 -1.31770
H -1.26386 -3.75359 -0.17345
H -1.54034 -3.51419 -1.90055
H 1.70732 -5.00629 -2.19125
H 4.23723 -4.19741 -2.63425
H 4.35935 -2.46676 -2.96349
H 4.76556 -3.08879 -1.36631
H 4.04646 -0.71579 -1.22777
H -1.43388 1.41114 -2.58315
H -0.94853 3.10690 -2.56899
H -0.84371 2.16973 -4.05902
H 1.99914 2.95801 -3.89113
H 4.58965 2.37943 -3.33678
H 4.85298 1.56865 -1.78682
H 4.72982 0.62141 -3.26663
H -0.19778 -0.93550 3.18915
H 1.04222 -0.87978 4.43851
H 0.37594 0.61685 3.78882
H 3.62966 -0.33675 3.70774
H 5.76623 -0.07973 2.07364
H 5.54623 -1.18207 0.71279
H 5.39834 0.55714 0.46793
C -4.19731 1.50423 -1.89388
Si -3.36352 0.51779 -0.53643
C -2.90745 -1.13707 -1.27549
C -4.52544 0.31101 0.90716
N -1.81368 1.22933 0.04069
C -1.71803 2.47889 0.47308
C -2.84305 3.37041 0.56099
C -2.71634 4.67291 0.93862
C -1.44710 5.18758 1.26192
C -0.32830 4.37875 1.22351
C -0.44485 3.04529 0.86014
O 0.58984 2.19826 0.84288
C 1.88748 2.71175 0.97615
C 2.54959 3.10208 -0.17197
C 3.85674 3.55394 -0.06491
C 4.47575 3.61647 1.17765
C 3.78245 3.23718 2.31790
C 2.47414 2.78117 2.22274
H -5.26135 1.25321 -1.88499
H -3.80762 1.22881 -2.87368
H -4.11227 2.58643 -1.79891
H -3.61910 -1.37907 -2.06899
H -2.93830 -1.94803 -0.54667
H -1.92129 -1.14253 -1.76031
H -5.33171 -0.36928 0.62222
H -4.98393 1.25864 1.19319
H -4.04382 -0.10474 1.79235
H -3.82312 2.98697 0.31706
H -3.58810 5.31024 0.98728
H -1.34230 6.22274 1.55674
H 0.64107 4.77723 1.48868
H 2.04586 3.04602 -1.12873
H 4.38943 3.86423 -0.95464
H 5.49493 3.96989 1.25675
H 4.25768 3.29365 3.28804
H 1.91639 2.48857 3.10136
I -2.99792 -3.28697 2.45132
C -1.77795 -1.79386 1.81023
H -2.12655 -0.78176 1.94005
H -1.03101 -2.06967 1.07023
```

These are the natural (NBO) partial charges, in e, on atoms 1 to 8: number 1, Pd, carries 1.225; number 2, C, carries -0.645; number 3, C, carries 0.192; number 4, C, carries -0.343; number 5, C, carries 0.226; number 6, C, carries -0.645; number 7, N, carries -0.329; number 8, N, carries -0.371

---

Entry from the Open Molecules 2025 dataset: the molecule C4H9NO3 at a distorted geometry (the ωB97M-V functional and the def2-TZVPD basis).

**Orbital gap**: 10.30 eV
**Energy above the lowest of the compared OMol25 structures with the same formula, charge and spin**: 153.4 kJ/mol
**Lowest unoccupied orbital energy**: 0.0254 hartree

XYZ file:
```
17
C4H9NO3 the ωB97M-V functional and the def2-TZVPD basis
N -0.72739 -0.63508 1.21873
C 0.07015 -0.46005 0.02042
C 0.58280 1.00031 -0.14434
C 1.59771 1.37910 0.92329
O 1.04682 1.99882 2.08704
C -0.73770 -0.86773 -1.23395
O -1.83097 -0.44700 -1.50752
O -0.37843 -2.07397 -1.75632
H -0.88451 -1.62278 1.33923
H -0.22673 -0.20667 2.00336
H 1.03107 -1.05373 -0.11784
H 0.89089 1.18032 -1.23188
H -0.30766 1.60154 0.00046
H 2.08526 0.44233 1.19931
H 2.32780 2.06335 0.52920
H 1.62564 2.73711 2.30891
H -0.87219 -2.35084 -2.54111
```

These are the natural (NBO) partial charges, in e, on atoms 1 to 8: number 1, N, carries -0.811; number 2, C, carries -0.132; number 3, C, carries -0.439; number 4, C, carries -0.074; number 5, O, carries -0.728; number 6, C, carries 0.772; number 7, O, carries -0.568; number 8, O, carries -0.709

---

Entry from the Open Molecules 2025 dataset: a structure of composition C12H24CoO17P2 at a distorted geometry (the ωB97M-V functional and the def2-TZVPD basis).

**Orbital gap (spin up / spin down)**: 1.09 / 3.18 eV
**Lowest unoccupied orbital energy (spin up / spin down)**: 0.2585 / 0.2549 hartree
**Charge**: -4
**⟨S²⟩**: 3.921
**2S+1**: 4

XYZ file:
```
56
C12H24CoO17P2 the ωB97M-V functional and the def2-TZVPD basis
Co -0.35653 -2.20220 0.04546
P -2.69581 -3.24251 -0.40458
O -2.94408 -4.69994 -0.00373
O -2.13765 -2.42264 0.84008
O -4.00541 -2.72281 -1.03701
O -1.40515 -3.08940 -1.30351
P 1.30999 -2.91517 1.93435
O 0.72263 -3.69880 0.69309
O 2.79315 -2.56977 2.03365
O 0.78549 -3.37827 3.28696
O 0.56081 -1.53823 1.55735
C -0.75326 3.64681 5.79831
C -0.02563 3.51414 4.46440
O -0.87276 3.05156 3.44290
C -1.00413 1.68740 3.36247
O -0.24296 0.92619 3.85764
O -2.11122 1.43334 2.69787
C -2.40256 0.09050 2.18908
H -1.33750 2.74734 5.99609
H -1.45881 4.48262 5.75460
H -0.03777 3.79819 6.60752
H 0.82372 2.83135 4.57118
H 0.39919 4.47057 4.14981
H -2.68835 0.20380 1.15304
H -3.24675 -0.28769 2.76102
H -1.57360 -0.61543 2.26058
C 0.43800 3.82395 0.27463
C 0.25052 2.40781 -0.20300
O -0.91351 2.30692 -1.00896
C -1.39796 1.06168 -1.12710
O -0.88247 0.10404 -0.63308
O -2.47926 1.08639 -1.87937
C -3.25974 -0.15960 -1.85545
H 1.39413 3.90759 0.79323
H -0.28240 4.05084 1.07347
H 0.28867 4.55836 -0.51583
H 0.25129 1.68801 0.61926
H 1.12421 2.11538 -0.80103
H -4.21481 0.05373 -2.31836
H -3.38150 -0.57430 -0.85685
H -2.71939 -0.93904 -2.39000
C 5.26268 -1.04693 -3.97252
C 3.82863 -1.52599 -4.09236
O 3.17993 -1.40830 -2.83912
C 1.87573 -1.61053 -2.71494
O 1.29645 -1.51571 -1.66825
O 1.35638 -1.95165 -3.89713
C -0.03230 -2.32715 -3.88016
H 5.86879 -1.78978 -3.45279
H 5.29598 -0.09063 -3.44134
H 5.70552 -0.87404 -4.96017
H 3.85316 -2.57564 -4.40553
H 3.31558 -0.99312 -4.89636
H -0.37003 -2.28910 -4.91656
H -0.61622 -1.66181 -3.25760
H -0.13108 -3.33238 -3.48531
```

These are the natural (NBO) partial charges, in e, on atoms 1 to 8: number 1, Co, carries 1.624; number 2, P, carries 2.489; number 3, O, carries -1.252; number 4, O, carries -1.188; number 5, O, carries -1.276; number 6, O, carries -1.207; number 7, P, carries 2.471; number 8, O, carries -1.095

---

Entry from the Open Molecules 2025 dataset: the ion H2O4P2 with charge -2 at a distorted geometry (the ωB97M-V functional and the def2-TZVPD basis).

**Orbital gap**: 7.08 eV
**Energy above the lowest of the compared OMol25 structures with the same formula, charge and spin**: 3.7 kJ/mol
**Lowest unoccupied orbital energy**: 0.2743 hartree
**Charge**: -2

XYZ file:
```
8
H2O4P2 the ωB97M-V functional and the def2-TZVPD basis
O 0.83852 2.36248 -1.63553
P 0.50723 1.46831 -0.45138
O 0.75992 2.05131 0.89359
P 1.29789 -0.66911 -0.60630
O 2.79368 -0.76914 -0.66770
O 0.54642 -1.35461 -1.65248
H -0.87032 0.87853 -0.88157
H 0.99679 -1.26540 0.76951
```

The computed natural (NBO) charges, all in e, follow: number 1, O, carries -1.210; number 2, P, carries 1.667; number 3, O, carries -1.198; number 4, P, carries 1.693; number 5, O, carries -1.226; number 6, O, carries -1.211; number 7, H, carries -0.246; number 8, H, carries -0.270

---

Entry from the Open Molecules 2025 dataset: the molecule C4H4N2 at a distorted geometry (the ωB97M-V functional and the def2-TZVPD basis).

**Orbital gap**: 9.68 eV
**Energy above the lowest of the compared OMol25 structures with the same formula, charge and spin**: 446.1 kJ/mol
**Lowest unoccupied orbital energy**: 0.0032 hartree

XYZ file:
```
10
C4H4N2 the ωB97M-V functional and the def2-TZVPD basis
C 2.36706 1.33744 0.12658
C 1.37827 0.82710 -0.46579
C 0.41846 -0.10989 -1.03496
N -0.60927 -0.61898 -0.53534
N -1.00050 -0.24041 0.75559
C -2.09704 -0.82387 0.97731
H 3.33593 1.75001 0.44574
H 0.60499 -0.65974 -2.05454
H -2.54816 -0.64561 2.02182
H -2.52491 -1.81362 0.42636
```

These are the natural (NBO) partial charges, in e, on atoms 1 to 8: number 1, C, carries -0.168; number 2, C, carries -0.094; number 3, C, carries 0.039; number 4, N, carries -0.284; number 5, N, carries -0.297; number 6, C, carries -0.037; number 7, H, carries 0.254; number 8, H, carries 0.223

---

Entry from the Open Molecules 2025 dataset: the ion C10H12N with charge +1 at a distorted geometry (the ωB97M-V functional and the def2-TZVPD basis).

**Orbital gap**: 7.21 eV
**Energy above the lowest of the compared OMol25 structures with the same formula, charge and spin**: 493.7 kJ/mol
**Lowest unoccupied orbital energy**: -0.1474 hartree
**Charge**: +1

XYZ file:
```
23
C10H12N the ωB97M-V functional and the def2-TZVPD basis
C 3.11496 -1.11315 0.14947
C 2.02209 -1.97462 0.22804
C 2.97301 0.20344 -0.02489
C 0.81361 -1.38334 0.20167
C 1.73416 0.84569 0.02171
C -1.84259 -0.24083 -0.08418
C -3.12534 -0.52818 0.25738
C -0.68493 0.48596 0.16354
C 1.53404 2.27155 -0.31752
C -4.53295 -0.22484 -0.01893
N 0.63657 0.02433 0.12558
H 4.04635 -1.42535 0.30868
H 2.13602 -3.10229 0.17913
H 3.96340 0.74604 -0.13017
H -0.09900 -1.97889 0.22756
H -1.80492 -1.01011 -0.86067
H -0.96942 1.37467 0.72576
H 0.80088 2.19761 -1.21114
H 1.21987 2.75483 0.58331
H 2.48257 2.73501 -0.67504
H -4.61964 0.63609 -0.64469
H -4.74114 -0.11865 1.07071
H -5.05762 -1.17500 -0.27532
```

These are the natural (NBO) partial charges, in e, on atoms 1 to 8: number 1, C, carries -0.124; number 2, C, carries -0.210; number 3, C, carries -0.224; number 4, C, carries 0.036; number 5, C, carries 0.286; number 6, C, carries -0.291; number 7, C, carries 0.297; number 8, C, carries -0.250